This record from the Open Molecules 2025 dataset describes the molecule HNO2S. The level of theory is ωB97M-V/def2-TZVPD.

Last column: Löwdin charge in e.
CARTESIAN COORDINATES (ANGSTROEM)
N: -0.517 0.124 0.531  -0.24
O: -3.208 -0.487 0.347  -0.50
O: -1.057 1.348 0.186  -0.38
S: -1.988 -0.006 -0.460  1.04
H: 0.305 0.034 -0.122  0.08

Frontier orbital gap (alpha / beta) ... 10.34 / 10.34 eV
ΔE to the lowest compared entry with this formula, charge and spin ... 43.2 kcal/mol
Maximum force ... 5.308 eV/A
Total charge ... 0
DFT total energy ... -603.8916 Eh